Record 1
Molecular formula: C6H6O2S2
Method: DFT, the ωB97M-V functional and the def2-TZVPD basis

Calculated values
LUMO level (spin up / spin down) = -1.41 / -1.41 eV
HOMO-LUMO gap (spin up / spin down) = 0.2877 / 0.2876 Eh

Each line ends with the natural charge from an NBO analysis.
Atoms and positions in Å:
C (1.9084, 0.8688, -0.1833)  -0.279
C (1.9280, 2.1902, -0.1168)  -0.354
C (0.6143, 0.3131, -0.2337)  -0.179
C (-0.3664, 1.2460, -0.1616)  -0.305
C (0.3248, -1.2236, -0.2317)  -0.418
C (-0.9980, -1.4910, 0.5015)  -0.575
O (-2.8299, -0.6837, -1.4091)  -0.863
O (-3.2392, -0.2499, 1.0126)  -0.874
S (0.3043, 2.8695, 0.0366)  0.388
S (-2.3474, -0.3762, -0.0930)  2.065
H (2.9030, 0.4026, -0.2408)  0.230
H (2.7397, 2.7903, 0.0186)  0.222
H (0.2961, -1.6055, -1.1744)  0.225
H (1.2061, -1.4946, 0.3002)  0.236
H (-1.3951, -2.4769, 0.5451)  0.248
H (-1.0488, -1.0790, 1.4298)  0.232

=====

Record 2
Molecular formula: CH3Br2O2P
Method: DFT, the ωB97M-V functional and the def2-TZVPD basis

Calculated values
LUMO level = -1.70 eV
HOMO-LUMO gap = 0.3133 Eh

Each line ends with the natural charge from an NBO analysis.
Atoms and positions in Å:
C (-0.1410, -0.0368, 0.1967)  -0.259
O (-4.0312, 0.0406, 2.0255)  -0.993
O (-1.0053, -0.1119, 1.2498)  -0.685
P (-3.1736, 0.0031, 0.8725)  1.667
Br (-3.4854, -1.6767, -0.4918)  -0.124
Br (-3.2177, 1.7800, -0.4091)  -0.133
H (0.5656, -0.8663, 0.3002)  0.184
H (0.3961, 0.9200, 0.2132)  0.169
H (-0.6252, -0.1424, -0.7856)  0.174

=====

Record 3
Molecular formula: C2H4N4O
Method: DFT, the ωB97M-V functional and the def2-TZVPD basis

Calculated values
LUMO level = 0.38 eV
SMILES string = Nn1cnc(=O)[nH]1
HOMO-LUMO gap = 0.3675 Eh

Each line ends with the natural charge from an NBO analysis.
Atoms and positions in Å:
N (-1.8122, -0.1955, 0.1349)  -0.619
N (-0.5736, 0.0838, -0.2752)  -0.147
C (0.1392, 1.3623, -0.1255)  0.264
N (1.4147, 1.3305, 0.3111)  -0.465
C (1.6454, -0.1287, 0.1382)  0.725
O (2.7452, -0.6000, -0.1283)  -0.546
N (0.3631, -0.8708, 0.2555)  -0.512
H (-2.3226, -1.0377, -0.4430)  0.348
H (-1.6757, -0.6956, 1.0155)  0.352
H (-0.3496, 2.2985, -0.3804)  0.215
H (0.4261, -1.5468, -0.5029)  0.384

=====

Record 4
Molecular formula: C4H10O
Method: DFT, the ωB97M-V functional and the def2-TZVPD basis

Calculated values
LUMO level = 0.89 eV
HOMO-LUMO gap = 0.3400 Eh

Each line ends with the natural charge from an NBO analysis.
Atoms and positions in Å:
C (0.0704, 1.3669, 0.6048)  -0.826
C (0.1123, 0.1188, -0.0772)  0.369
C (1.3945, -0.6615, -0.1239)  -0.662
C (-0.8937, -0.1764, -1.1550)  -0.668
O (-0.6824, -0.7736, 1.4552)  -0.941
H (-0.6482, 2.1076, 0.2582)  0.219
H (-0.4996, 0.4646, 1.5074)  0.463
H (1.0092, 1.7653, 0.9836)  0.223
H (1.9550, -0.5374, 0.8054)  0.233
H (1.2151, -1.7260, -0.2907)  0.224
H (2.0048, -0.2729, -0.9497)  0.226
H (-0.5177, 0.2428, -2.0969)  0.233
H (-1.0408, -1.2507, -1.2952)  0.221
H (-1.8551, 0.3000, -0.9418)  0.222
H (-1.6240, -0.9673, 1.3159)  0.462

=====

Record 5
Molecular formula: C28H43N4O2SbScSi3
Method: DFT, the ωB97M-V functional and the def2-TZVPD basis

Calculated values
Total charge = +1
LUMO level = -3.19 eV
HOMO-LUMO gap = 0.2685 Eh

Each line ends with the Mulliken charge.
Atoms and positions in Å:
Sc (0.8308, -0.4807, -0.8798)  -0.262
O (0.0383, -2.0404, -2.0188)  -0.297
N (0.9152, -2.8244, -2.7213)  -0.686
N (2.1440, -2.4055, -2.7860)  1.318
O (2.5401, -1.2699, -2.1558)  -0.676
C (3.1637, -3.0979, -3.4309)  0.382
C (2.9700, -4.3409, -4.0732)  -0.424
C (4.0556, -4.9194, -4.7161)  -0.384
C (5.3431, -4.3367, -4.7808)  -0.586
C (5.5045, -3.1351, -4.1275)  -0.519
C (4.4383, -2.4927, -3.4814)  -0.346
H (1.9831, -4.8379, -4.0594)  0.409
H (3.8946, -5.8549, -5.2288)  0.375
H (6.1761, -4.7944, -5.2860)  0.425
H (6.4890, -2.6571, -4.1641)  0.335
H (4.5747, -1.5180, -3.0387)  0.395
C (-1.5239, 0.1091, 3.4314)  -1.197
Sb (-1.6529, -0.3301, 1.3210)  0.149
C (0.5751, -1.2046, 1.2698)  0.818
C (1.6471, -0.3130, 1.6861)  0.411
C (2.1449, -0.0591, 3.0301)  -0.580
C (3.2942, 0.7039, 3.2206)  -0.614
C (3.8889, 1.3220, 2.0944)  -0.689
C (3.3435, 1.1195, 0.8494)  -0.492
N (2.2819, 0.3361, 0.6646)  -0.002
Si (0.6486, -3.0398, 1.7670)  0.113
C (-0.7248, -3.9898, 1.0192)  -0.936
C (0.4374, -3.1617, 3.6177)  -1.151
C (2.2328, -3.9780, 1.3769)  -1.059
C (-2.0383, 1.8507, 0.1460)  2.168
C (-1.4904, 1.8260, -1.2286)  -1.064
C (-1.9854, 2.7016, -2.2482)  -0.420
C (-1.5466, 2.7168, -3.5716)  -0.841
C (-0.5098, 1.8600, -3.9270)  -0.903
C (0.0214, 1.0641, -2.9442)  -0.294
N (-0.4207, 1.0485, -1.6228)  0.466
Si (-1.3375, 3.3611, 1.1274)  -0.103
C (0.4736, 3.3468, 1.6796)  -0.995
C (-1.4373, 4.8431, -0.0429)  -1.114
C (-2.2660, 3.6674, 2.7118)  -0.897
Si (-3.9450, 1.5999, 0.2042)  0.543
C (-4.6740, 1.0515, 1.8449)  -1.135
C (-4.7626, 3.2493, -0.2620)  -1.197
C (-4.5268, 0.3380, -1.0711)  -1.084
H (-1.1618, -0.7882, 3.9332)  0.299
H (-2.5282, 0.3740, 3.8203)  0.473
H (-0.8016, 0.9212, 3.5689)  0.279
H (1.5923, -0.4760, 3.9065)  0.343
H (3.7057, 0.8149, 4.2190)  0.482
H (4.8277, 1.8694, 2.1815)  0.459
H (3.7548, 1.5922, -0.0241)  0.520
H (-1.6643, -3.7579, 1.5649)  0.291
H (-0.4957, -5.0519, 1.1629)  0.367
H (-0.8550, -3.7715, -0.0590)  0.229
H (-0.5261, -2.7719, 3.9756)  0.311
H (1.2425, -2.6234, 4.1251)  0.298
H (0.5052, -4.2150, 3.9051)  0.431
H (2.3702, -4.1686, 0.2851)  0.257
H (2.1957, -4.9565, 1.8776)  0.389
H (3.1531, -3.4370, 1.7039)  0.333
H (-2.8119, 3.3693, -1.9635)  0.133
H (-1.9976, 3.4253, -4.2566)  0.495
H (-0.1207, 1.7839, -4.9447)  0.462
H (0.8728, 0.3825, -3.2097)  0.508
H (1.1437, 3.1436, 0.8465)  0.232
H (0.6561, 2.5952, 2.4277)  0.212
H (0.7676, 4.3310, 2.0758)  0.499
H (-0.6614, 4.7757, -0.8396)  0.306
H (-1.3052, 5.7968, 0.4735)  0.434
H (-2.4175, 4.9210, -0.5399)  0.286
H (-2.3891, 2.7442, 3.2765)  0.315
H (-3.2612, 4.0775, 2.4813)  0.295
H (-1.7076, 4.3953, 3.3460)  0.376
H (-4.1836, 1.5486, 2.7092)  0.312
H (-4.6157, -0.0551, 1.9667)  0.330
H (-5.7448, 1.2903, 1.8420)  0.490
H (-4.4047, 4.0844, 0.3457)  0.329
H (-5.8220, 3.1421, -0.0451)  0.502
H (-4.6359, 3.4718, -1.3255)  0.369
H (-4.1687, -0.6774, -0.8168)  0.299
H (-4.0857, 0.5536, -2.0539)  0.326
H (-5.6302, 0.3133, -1.1376)  0.374

=====

Maximum force readings, ordered: 3.96; 5.21; 5.42; 0.38; 4.28 eV/A